C20H30ClO14 | ωB97M-V/def2-TZVPD

Geometry as ORCA input:
```
! wB97M-V def2-TZVPD RIJCOSX def2/J DEFGRID3
* xyz -1 1
Cl 5.396 -16.965 -13.124
O 4.167 -17.478 -13.670
O 5.352 -17.261 -11.755
O 6.438 -17.612 -13.867
O 5.493 -15.567 -13.328
O 10.944 -19.119 -8.332
C 11.534 -18.818 -9.370
O 11.991 -19.665 -10.256
C 12.679 -19.078 -11.351
C 12.600 -17.580 -11.135
C 11.928 -17.411 -9.729
H 12.341 -19.372 -12.344
H 13.728 -19.357 -11.252
H 11.983 -17.114 -11.904
H 13.550 -17.048 -11.192
H 11.068 -16.742 -9.761
H 12.635 -17.010 -9.003
O 8.013 -17.809 -22.951
C 6.965 -17.679 -22.333
O 6.599 -18.568 -21.371
C 5.310 -18.289 -20.783
C 5.002 -16.920 -21.214
C 5.784 -16.696 -22.520
H 5.179 -18.508 -19.724
H 4.602 -18.998 -21.213
H 5.257 -16.231 -20.410
H 3.935 -16.755 -21.363
H 6.196 -15.687 -22.478
H 5.151 -16.880 -23.387
O 3.441 -7.384 -7.073
C 4.077 -7.790 -8.083
O 3.629 -8.843 -8.752
C 4.589 -9.310 -9.725
C 5.897 -8.493 -9.341
C 5.426 -7.338 -8.619
H 4.274 -9.173 -10.760
H 4.684 -10.382 -9.554
H 6.399 -8.272 -10.283
H 6.617 -9.011 -8.706
H 5.384 -6.449 -9.248
H 6.081 -7.069 -7.791
O 4.284 -22.791 -6.706
C 3.305 -22.620 -7.372
O 3.001 -23.327 -8.425
C 1.686 -23.025 -9.005
C 1.081 -22.206 -7.845
C 2.203 -21.592 -7.043
H 1.110 -23.881 -9.357
H 1.860 -22.331 -9.827
H 0.411 -22.827 -7.252
H 0.393 -21.488 -8.292
H 1.956 -21.649 -5.982
H 2.417 -20.578 -7.378
O 8.982 -26.524 -17.339
C 8.501 -25.713 -16.578
O 9.133 -25.371 -15.396
C 8.332 -24.545 -14.508
C 6.947 -24.851 -15.144
C 7.061 -25.199 -16.604
H 8.556 -23.479 -14.540
H 8.451 -24.902 -13.484
H 6.279 -24.021 -14.914
H 6.457 -25.670 -14.618
H 7.024 -24.262 -17.161
H 6.281 -25.896 -16.909
*
```

Results
Energy relative to the best compared isomer or geometry (same formula, charge and spin), kcal/mol: 79.7
Molecular weight, g mol⁻¹: 529.90
HOMO, eV: -5.65
Calculated total energy, eV: -62407.4080
Frontier orbital gap, eV: 7.796

Atom charges from the natural (NBO) analysis, given in e for atoms 1 to 2: number 1, Cl, carries 2.598; number 2, O, carries -0.926



C20H30F12FeO15P2 | ωB97M-V/def2-TZVPD

Geometry as ORCA input:
```
! wB97M-V def2-TZVPD RIJCOSX def2/J DEFGRID3
* xyz 0 5
Fe 0.692 1.220 -0.480
P -1.750 2.545 0.998
F -2.891 3.535 0.460
F -0.900 3.726 1.688
F -2.537 2.341 2.475
F -0.678 1.428 1.307
F -2.605 1.373 0.239
F -0.986 2.767 -0.365
P 1.734 3.530 -3.088
F 2.065 4.554 -4.300
F 1.598 2.263 -4.055
F 3.309 3.022 -2.852
F 1.292 2.577 -1.829
F 1.928 4.755 -2.047
F 0.155 3.856 -3.210
C -4.690 0.262 -1.628
C -3.993 -0.150 -2.916
C -3.763 1.019 -3.919
O -2.457 1.534 -3.612
C -1.866 0.672 -2.768
O -0.763 0.797 -2.255
O -2.653 -0.411 -2.563
H -4.513 1.280 -1.281
H -4.558 -0.433 -0.799
H -5.767 0.259 -1.796
H -4.427 -1.073 -3.302
H -4.417 1.865 -3.706
H -3.899 0.762 -4.970
C 0.482 -4.396 -2.987
C 1.679 -3.461 -3.166
C 1.614 -2.634 -4.451
O 1.838 -1.356 -4.017
C 1.849 -1.224 -2.726
O 1.803 -0.112 -2.129
O 1.712 -2.448 -2.180
H 0.295 -5.056 -3.834
H -0.472 -3.869 -2.986
H 0.496 -5.064 -2.125
H 2.570 -4.089 -3.181
H 0.695 -2.641 -5.038
H 2.463 -2.945 -5.059
C 1.422 6.567 3.042
C 2.392 5.571 2.472
C 2.908 4.520 3.445
O 2.681 3.292 2.794
C 2.029 3.512 1.607
O 1.735 2.633 0.793
O 1.703 4.849 1.523
H 1.054 7.210 2.242
H 1.856 7.106 3.884
H 0.576 6.000 3.430
H 3.208 5.981 1.877
H 2.351 4.392 4.373
H 3.968 4.686 3.637
C 1.542 -3.094 4.684
C 2.098 -1.839 3.944
C 3.342 -2.087 3.204
O 3.285 -1.341 2.068
C 2.009 -0.896 1.965
O 1.632 -0.178 1.061
O 1.219 -1.365 2.957
H 1.437 -3.966 4.037
H 0.521 -2.883 4.999
H 2.184 -3.616 5.394
H 2.306 -1.079 4.697
H 3.405 -3.156 3.002
H 4.102 -1.853 3.949
C -2.399 -4.402 2.564
C -1.752 -4.290 1.200
C -2.669 -3.966 -0.061
O -2.009 -2.905 -0.717
C -1.041 -2.428 0.075
O -0.300 -1.476 -0.236
O -1.050 -3.080 1.257
H -3.176 -3.668 2.775
H -1.688 -4.354 3.388
H -3.026 -5.293 2.556
H -1.091 -5.150 1.085
H -3.693 -3.684 0.185
H -2.752 -4.846 -0.699
*
```

Results
Energy relative to the best compared isomer or geometry (same formula, charge and spin), kcal/mol: 64.7
Expectation value of S²: 6.00
Molecular weight, g mol⁻¹: 856.21
HOMO (alpha / beta), eV: -10.71 / -9.32
Calculated total energy, eV: -137525.7192
Frontier orbital gap (alpha / beta), eV: 10.709 / 9.316

Atom charges from the Mulliken analysis, given in e for atoms 1 to 2: number 1, Fe, carries 3.426; number 2, P, carries 1.311



C20H30F12MnO15P2 | ωB97M-V/def2-TZVPD

Geometry as ORCA input:
```
! wB97M-V def2-TZVPD RIJCOSX def2/J DEFGRID3
* xyz 0 6
Mn -0.776 -0.119 -0.595
P -0.948 -1.715 -3.413
F -0.123 -0.429 -2.831
F -0.672 -1.236 -4.927
F 0.416 -2.576 -3.409
F -1.803 -2.989 -3.897
F -1.223 -2.106 -1.836
F -2.300 -0.826 -3.394
P -4.427 -0.432 0.096
F -3.641 0.390 1.285
F -4.821 1.026 -0.532
F -3.024 -0.460 -0.751
F -5.161 -1.193 -1.120
F -4.026 -1.861 0.728
F -5.774 -0.380 0.972
C -3.935 5.080 -2.981
C -3.446 3.748 -3.523
C -2.031 3.817 -4.158
O -1.363 2.745 -3.525
C -2.051 2.298 -2.469
O -1.638 1.460 -1.735
O -3.234 2.908 -2.393
H -4.747 5.006 -2.259
H -4.301 5.695 -3.809
H -3.137 5.639 -2.487
H -4.205 3.310 -4.172
H -1.644 4.800 -3.891
H -2.087 3.752 -5.240
C 0.401 -5.330 2.791
C -0.803 -4.413 2.983
C -0.588 -3.337 4.063
O -0.661 -2.121 3.337
C -0.888 -2.349 2.036
O -0.916 -1.517 1.200
O -1.001 -3.662 1.807
H 1.266 -4.780 2.420
H 0.161 -6.142 2.104
H 0.672 -5.844 3.717
H -1.630 -5.068 3.259
H 0.400 -3.410 4.516
H -1.389 -3.362 4.800
C 5.476 1.168 -0.852
C 4.287 1.299 0.102
C 3.874 2.700 0.503
O 2.458 2.707 0.329
C 2.074 1.568 -0.236
O 0.945 1.355 -0.577
O 3.116 0.797 -0.549
H 6.433 1.181 -0.326
H 5.481 2.034 -1.515
H 5.428 0.210 -1.363
H 4.547 0.659 0.951
H 4.323 3.480 -0.117
H 4.166 2.934 1.526
C -0.675 3.242 5.195
C -1.379 3.298 3.843
C -0.639 4.185 2.802
O -0.600 3.352 1.657
C -1.001 2.116 1.963
O -1.082 1.237 1.170
O -1.273 2.023 3.260
H -1.157 2.535 5.873
H -0.717 4.162 5.787
H 0.387 3.010 5.106
H -2.385 3.687 3.997
H 0.361 4.476 3.127
H -1.206 5.102 2.651
C 4.699 -4.039 -1.467
C 3.259 -3.715 -1.851
C 2.188 -4.583 -1.121
O 1.258 -3.644 -0.642
C 1.685 -2.398 -0.875
O 1.128 -1.380 -0.584
O 2.927 -2.423 -1.348
H 5.396 -3.222 -1.681
H 5.054 -4.881 -2.056
H 4.772 -4.083 -0.379
H 3.079 -3.714 -2.926
H 2.623 -5.157 -0.300
H 1.792 -5.298 -1.842
*
```

Results
Energy relative to the best compared isomer or geometry (same formula, charge and spin), kcal/mol: 21.5
Expectation value of S²: 8.75
Molecular weight, g mol⁻¹: 855.31
HOMO (alpha / beta), eV: -10.44 / -10.55
Calculated total energy, eV: -134462.2449
Frontier orbital gap (alpha / beta), eV: 10.380 / 10.490

Atom charges from the Mulliken analysis, given in e for atoms 1 to 2: number 1, Mn, carries 3.771; number 2, P, carries 1.585



C20H30F16IO6PSi2 | ωB97M-V/def2-TZVPD

Geometry as ORCA input:
```
! wB97M-V def2-TZVPD RIJCOSX def2/J DEFGRID3
* xyz 0 1
C 1.661 -0.081 0.976
C 0.527 0.286 0.904
Si -1.249 0.678 0.695
C -1.742 2.028 1.891
C -1.307 3.429 1.495
C 0.157 3.572 1.141
I -1.699 4.765 3.173
O -2.055 -0.700 1.137
Si -2.832 -1.650 0.025
C -1.770 -2.221 -1.401
C -2.509 -3.242 -2.289
C -0.381 -2.728 -0.978
C -0.400 -3.823 0.090
C 0.913 -4.616 0.081
P -3.776 -3.295 1.262
O -3.055 -3.398 2.546
O -3.827 -4.684 0.488
O -5.329 -2.920 1.429
H 2.537 -0.632 1.236
H -1.535 1.056 -0.702
H -2.827 2.032 2.010
H -1.342 1.754 2.867
H -1.921 3.824 0.696
H 0.429 4.613 0.982
H 0.396 3.039 0.220
H 0.791 3.189 1.938
H -3.954 -0.847 -0.531
H -1.602 -1.331 -2.012
H -3.297 -3.791 -1.777
H -2.972 -2.743 -3.137
H -1.817 -3.982 -2.684
H 0.105 -3.141 -1.865
H 0.257 -1.919 -0.629
H -0.552 -3.394 1.078
H -1.206 -4.517 -0.145
H 1.761 -3.968 -0.144
H 1.108 -5.091 1.039
H 0.894 -5.390 -0.683
H -3.441 -5.340 1.084
H -5.364 -2.048 1.841
C 5.809 -4.294 3.021
C 6.082 -2.875 2.496
C 4.897 -2.101 1.920
F 4.408 -2.712 0.821
F 5.304 -0.862 1.557
F 7.091 -2.894 1.603
F 6.489 -2.148 3.576
O 6.130 -5.364 2.157
C 5.213 -5.885 1.287
C 5.703 -5.774 -0.159
F 5.878 -4.481 -0.492
F 4.766 -6.305 -0.974
F 3.996 -5.337 1.435
F 5.098 -7.204 1.556
H 6.491 -4.412 3.861
H 4.799 -4.385 3.421
H 4.097 -1.997 2.659
H 6.644 -6.313 -0.281
C -3.314 7.579 -1.425
C -2.007 7.031 -0.833
C -0.692 7.469 -1.482
F -0.619 7.040 -2.758
F 0.332 6.916 -0.792
F -2.057 5.681 -0.774
F -1.946 7.504 0.441
O -4.022 6.726 -2.302
C -3.805 6.736 -3.650
C -3.364 5.355 -4.142
F -2.206 4.999 -3.551
F -3.166 5.410 -5.476
F -2.939 7.691 -4.025
F -4.985 7.001 -4.253
H -3.978 7.690 -0.569
H -3.176 8.574 -1.848
H -0.591 8.557 -1.454
H -4.131 4.612 -3.915
*
```

Results
Molecular weight, g mol⁻¹: 884.47
HOMO, eV: -9.21
Calculated total energy, eV: -110140.0591
Frontier orbital gap, eV: 9.574

Atom charges from the Mulliken analysis, given in e for atoms 1 to 2: number 1, C, carries 1.300; number 2, C, carries -1.217



molecular weight of number 4 (C20H30F16IO6PSi2)? 884.47 g mol⁻¹



Which value of calculated total energy does entry 3 give? -134462.2449 eV



Which of these has the lowest calculated total energy? C20H30F12FeO15P2